Version one
The following is a quantum chemistry calculation of a 3-piece molecular cluster, C3H13NO3 overall, from the Open Molecules 2025 dataset.

Structure (XYZ):
```
20
C3H13NO3 | the Open Molecules 2025 dataset | ωB97M-V/def2-TZVPD
C -1.333 1.858 -2.166
N -1.459 1.021 -0.968
C -0.601 1.425 0.130
C -0.284 0.295 1.115
O -1.230 -0.747 1.017
H -0.298 1.811 -2.515
H -1.600 2.908 -1.983
H -2.007 1.457 -2.920
H -2.440 0.943 -0.732
H 0.306 1.747 -0.380
H -0.899 2.380 0.587
H 0.737 -0.094 1.112
H -0.423 0.727 2.107
H -1.374 -0.940 0.083
O 2.102 -3.713 1.968
H 2.129 -4.577 1.547
H 1.301 -3.738 2.502
O 2.801 -0.847 -0.321
H 2.625 -1.259 0.530
H 1.945 -0.658 -0.713
```

Computed properties:
2S+1: 1
Structure (SMILES): CNCCO.O.O
Highest occupied orbital energy, eV: -9.1961

What are the natural (NBO) partial charges on each atom? They are as follows, in elementary charge units: C -0.406; N -0.647; C -0.253; C -0.072; O -0.725; H 0.193; H 0.167; H 0.202; H 0.363; H 0.191; H 0.171; H 0.158; H 0.176; H 0.478; O -0.943; H 0.471; H 0.472; O -0.942; H 0.480; H 0.466


Version two
The following is a quantum chemistry calculation of a 3-piece molecular cluster, C3H13NO3 overall, from the Open Molecules 2025 dataset.

Structure (XYZ):
```
20
C3H13NO3 | the Open Molecules 2025 dataset | ωB97M-V/def2-TZVPD
N 0.061 1.606 -2.227
C 0.602 0.929 -1.029
C -0.584 0.209 -0.475
C -0.485 -0.469 0.946
O -1.447 -1.619 0.945
H -0.299 2.566 -2.036
H -0.792 1.069 -2.524
H 1.416 0.330 -1.404
H 1.011 1.597 -0.212
H -1.016 -0.533 -1.166
H -1.473 0.943 -0.339
H -0.760 0.277 1.696
H 0.572 -0.885 1.077
H -0.845 -2.405 1.043
O 0.485 -3.020 -1.497
H 0.052 -2.147 -1.532
H 0.441 -3.251 -2.412
O 0.842 1.240 3.838
H 1.012 2.049 4.391
H 1.206 1.513 2.917
```

Computed properties:
2S+1: 1
Structure (SMILES): NCCCO.O.O
Highest occupied orbital energy, eV: -9.3210

What are the natural (NBO) partial charges on each atom? They are as follows, in elementary charge units: N -0.835; C -0.237; C -0.438; C -0.077; O -0.738; H 0.358; H 0.350; H 0.200; H 0.184; H 0.193; H 0.204; H 0.190; H 0.168; H 0.478; O -0.932; H 0.465; H 0.466; O -0.938; H 0.472; H 0.467


Version three
The following is a quantum chemistry calculation of a 4-piece molecular cluster, C3H13NO3 overall, from the Open Molecules 2025 dataset.

Structure (XYZ):
```
20
C3H13NO3 | the Open Molecules 2025 dataset | ωB97M-V/def2-TZVPD
C -0.021 2.480 0.626
C 0.052 1.155 0.470
C -0.362 0.261 1.609
N 0.752 -0.604 2.018
H -0.014 3.216 -0.161
H -0.207 2.839 1.632
H 0.306 0.759 -0.504
H -1.121 -0.383 1.145
H -0.826 0.926 2.336
H 0.459 -1.205 2.774
H 1.421 0.016 2.481
O -1.357 1.064 -2.406
H -1.063 0.128 -2.316
H -1.570 1.177 -3.325
O -0.495 -1.763 -2.136
H -0.652 -2.691 -2.018
H 0.243 -1.522 -1.539
O 1.531 -1.693 -0.516
H 1.482 -2.643 -0.596
H 1.442 -1.518 0.426
```

Computed properties:
2S+1: 1
Structure (SMILES): C=CCN.O.O.O
Highest occupied orbital energy, eV: -9.5725

What are the natural (NBO) partial charges on each atom? They are as follows, in elementary charge units: C -0.384; C -0.182; C -0.268; N -0.847; H 0.210; H 0.172; H 0.213; H 0.205; H 0.183; H 0.360; H 0.362; O -0.968; H 0.496; H 0.465; O -0.999; H 0.468; H 0.497; O -0.959; H 0.467; H 0.509


Verdict on stability: version three comes out on top.